51
Properties=species:S:1:pos:R:3 method="wB97M-V/def2-TZVPD" relative_energy_kj_mol=6.6 total_charge=0 smiles="CCn1c(CC(=O)Nc2ccc(C)c(Cl)c2)nnc1SCC(=O)Nc1nc(C)cs1" homo_lumo_gap_ha=0.3306
Cl -2.5990 -0.4995 3.4728
S -0.7060 -2.5696 0.7837
S 2.9489 -0.6218 -1.7711
O 1.5722 1.7527 0.6104
O -2.6859 0.3960 -1.4045
N 1.8406 -2.4481 0.4154
N 0.7940 -0.3335 0.6592
N 0.5298 0.2591 -2.6796
N 2.0209 1.8599 -2.4456
N 0.8531 2.4243 -2.7701
N -1.5594 2.2611 -0.7154
C -0.0357 1.4772 -2.9211
C 0.1936 -4.0289 0.5747
C 1.7966 0.5787 0.4279
C -0.0443 -1.0566 -2.7986
C 1.5149 -3.7710 0.3921
C 3.1179 0.0641 -0.0795
C 0.0407 -1.5634 -4.2349
C -2.0707 1.0110 1.3251
C -1.4978 1.6979 -3.0455
C 0.8145 -1.6995 0.6039
C -2.0052 0.9369 2.7078
C -0.9938 3.0814 2.8101
C -1.0404 3.1792 1.4348
C -1.4120 1.8545 4.9723
C -1.5821 2.1439 0.6780
C 1.8294 0.5740 -2.3796
C 2.5918 -4.7740 0.1741
C -2.0198 1.3808 -1.6376
C -1.4700 1.9614 3.4825
H -0.9871 3.0245 -1.0577
H 3.1349 -4.5321 -0.7373
H -0.8373 0.9771 5.2664
H -1.6841 2.7338 -3.3231
H 3.2984 -4.7438 1.0017
H 3.8267 0.8905 -0.1149
H -0.4969 -0.9027 -4.9114
H -0.3032 -4.9767 0.6005
H -1.9644 1.0244 -3.7633
H -0.9518 2.7387 5.4039
H -0.3957 -2.5560 -4.2965
H -2.5166 0.2068 0.7615
H -0.0875 0.0864 0.9564
H -1.0821 -1.0201 -2.4591
H 0.5256 -1.7211 -2.1429
H -2.4151 1.7418 5.3820
H -0.6383 4.0491 0.9399
H 1.0800 -1.6167 -4.5522
H -0.5681 3.8917 3.3819
H 3.4829 -0.7666 0.5218
H 2.1724 -5.7725 0.0964



43
Properties=species:S:1:pos:R:3 method="wB97M-V/def2-TZVPD" relative_energy_kj_mol=0.0 total_charge=+1 homo_lumo_gap_ha=0.1886
F 3.0284 -2.8988 -3.2206
F -2.9992 -1.8857 -4.8828
O 0.2186 1.6017 4.7851
C 1.2634 2.2557 5.5329
C 1.3145 -1.5842 -2.2514
C -0.3878 -0.0557 -1.1537
C 0.8921 -0.6479 -1.2565
C -2.7180 0.4952 -1.5410
C -1.0832 1.8512 2.8345
C 1.5740 1.4950 6.7960
C -2.8876 -1.1015 -3.7623
C 1.8644 -0.2731 -0.2753
C -5.2602 -0.4819 -4.1762
C -1.5525 -0.2347 -1.9368
C -3.9043 0.4243 -2.2373
C -4.0163 -0.3806 -3.3828
C 3.1543 -0.7580 -0.2955
C -1.6830 -1.0682 -3.0920
C 4.9429 -2.1919 -1.3776
C 3.5690 -1.6511 -1.2970
C -0.0808 2.2660 3.6452
C 2.6192 -2.0293 -2.2414
H 0.6368 -1.9443 -3.0128
H 3.8770 -0.4534 0.4643
H -5.6575 -1.5009 -4.1940
H 5.5404 -1.7741 -0.5682
H -0.8579 -1.6645 -3.4561
H -6.0171 0.1667 -3.7364
H -1.2560 2.4816 1.9717
H -5.1103 -0.1724 -5.2145
H 5.4282 -1.9370 -2.3240
H 2.3472 2.0526 7.3247
H -0.4924 0.6638 -0.3401
H -1.7139 0.9928 3.0494
H 1.9676 0.4996 6.5824
H 0.9418 3.2748 5.7937
H 0.5272 3.1646 3.4280
H 2.1700 2.3175 4.9132
H 4.9633 -3.2816 -1.2852
H -4.7774 0.9954 -1.9132
H 1.5474 0.4236 0.5043
H -2.6370 1.1261 -0.6528
H 0.7048 1.4226 7.4521



45
Properties=species:S:1:pos:R:3 method="wB97M-V/def2-TZVPD" relative_energy_kj_mol=253.7 total_charge=0 smiles="COc1ccc(C(=O)CN2CCN(c3ccc(F)cc3)CC2)cc1" homo_lumo_gap_ha=0.2923
F 8.0858 -1.0553 -0.6032
O -1.9653 2.5063 -1.6121
O -6.0034 -1.9191 0.4454
N -0.0651 0.7525 0.5941
N 2.7608 0.1011 0.2164
C -2.9746 0.8081 -0.3304
C 0.5039 0.2884 -0.6656
C 6.7748 -0.7706 -0.4027
C -1.9343 1.8083 -0.6200
C -5.0528 -1.0105 0.1247
C 1.6975 -0.6316 -0.4337
C 6.4203 0.4478 0.1439
C 5.0856 0.7369 0.3428
C -5.0985 -0.1584 -0.9776
C 2.3394 1.1673 1.0962
C 4.0843 -0.1872 0.0096
C 0.9464 0.8395 1.6379
C -7.1461 -2.0277 -0.3716
C -2.9324 -0.0541 0.7697
C -0.8139 1.9818 0.4020
C 4.4834 -1.4158 -0.5368
C -4.0679 0.7317 -1.1947
C -3.9525 -0.9490 0.9882
C 5.8164 -1.7044 -0.7474
H -5.9289 -0.1826 -1.6654
H -3.9331 -1.6222 1.8309
H 3.0381 1.2463 1.9338
H -7.7603 -2.8027 0.0838
H 0.6490 1.5916 2.3704
H 1.3806 -1.5004 0.1612
H 2.0491 -0.9880 -1.4049
H 0.8302 1.1342 -1.2923
H -2.0864 -0.0323 1.4362
H 7.1850 1.1640 0.4005
H 4.8224 1.7013 0.7457
H -4.0942 1.3971 -2.0449
H -7.7092 -1.0897 -0.3995
H -0.1797 2.8127 0.0458
H -1.2660 2.2698 1.3558
H -6.8837 -2.3266 -1.3910
H 0.9907 -0.1289 2.1492
H 6.1170 -2.6516 -1.1669
H 3.7484 -2.1641 -0.7846
H 2.3149 2.1365 0.5745
H -0.2756 -0.2507 -1.2134



47
Properties=species:S:1:pos:R:3 method="wB97M-V/def2-TZVPD" relative_energy_kj_mol=30.3 total_charge=0 smiles="Cc1ccc(C(=O)NCc2ccccc2F)cc1S(=O)(=O)N1CCCC1" homo_lumo_gap_ha=0.3659
S -3.4104 -0.5239 -0.5609
F 5.1677 -1.8354 -0.2638
O -3.5598 -0.6075 -1.9879
O -4.4639 -1.0773 0.2509
O 1.2401 0.7006 1.7896
N -3.0970 1.0690 -0.1425
N 2.7129 -0.8806 1.1412
C -4.7881 2.6706 -0.4987
C -1.8787 -1.3504 -0.1088
C 1.4644 -0.3751 1.2677
C 4.8000 1.7344 0.1430
C 5.5249 2.1867 -0.9467
C 0.4574 -2.6249 0.6232
C 3.8854 -0.1499 1.5720
C -2.9501 -3.5085 -0.7878
C -4.4403 2.7080 0.9893
C -3.5577 1.4640 1.1852
C -0.8192 -0.6136 0.3687
C -1.7975 -2.7330 -0.2491
C 0.3703 -1.2403 0.7331
C 5.2896 -0.5018 -0.4834
C -0.6119 -3.3533 0.1345
C 6.0169 -0.0742 -1.5760
C 6.1344 1.2863 -1.8038
C -3.5138 2.0812 -1.0990
C 4.6740 0.3767 0.4001
H 2.8682 -1.7182 0.6041
H -5.3208 2.6834 1.6273
H 5.6132 3.2469 -1.1280
H 1.3468 -3.1503 0.9399
H -0.8994 0.4570 0.4634
H -3.6537 1.6122 -2.0708
H -5.6215 1.9898 -0.6763
H -3.2397 -3.1070 -1.7575
H 4.5154 -0.8159 2.1729
H 6.4770 -0.8000 -2.2277
H -0.5299 -4.4273 0.0518
H -5.0314 3.6507 -0.9035
H 6.7000 1.6389 -2.6523
H 4.3211 2.4377 0.8069
H 3.5315 0.6766 2.1912
H -2.7261 2.8394 -1.1677
H -3.8104 -3.3920 -0.1305
H -3.8705 3.6101 1.2151
H -2.6943 1.6715 1.8236
H -4.1204 0.6317 1.6127
H -2.7050 -4.5631 -0.8849



46
Properties=species:S:1:pos:R:3 method="wB97M-V/def2-TZVPD" relative_energy_kj_mol=259.4 total_charge=0 homo_lumo_gap_ha=0.3072
S 2.5537 -1.9011 -0.1226
O 3.6344 -2.7240 -0.6514
O 1.3589 -1.9868 -1.0073
N 4.4824 1.4385 0.0415
N 3.0445 -0.2426 0.0528
N 5.4627 -0.5912 -0.2444
C 0.4264 2.5079 0.2551
C 2.7561 3.2476 0.1787
C 0.9169 1.1675 0.2944
C -1.9334 1.6048 0.1918
C 1.3792 3.5257 0.2146
C -3.0622 4.2144 0.3884
C -3.6010 -0.7103 -0.0219
C 2.2740 0.8982 0.1775
C -3.3863 -0.0908 1.2448
C -1.0445 2.7459 0.2717
C 3.3244 -2.4309 2.4095
C -1.5721 4.0082 0.3929
C 4.3438 0.1550 -0.0582
C -2.1676 0.9338 -1.0210
C -2.5589 1.0760 1.3167
C 2.0878 -2.4998 1.5365
C 0.9473 -1.7195 2.1670
C 3.1760 1.9269 0.1436
C -2.9529 -0.1956 -1.1495
H 0.1378 -1.6412 1.4458
H -1.7239 1.3521 -1.9327
H -0.9430 4.8921 0.4592
H -3.8492 -0.4538 2.1314
H 1.0982 4.5650 0.2137
H 4.1178 -3.0416 1.9887
H 3.6904 -1.4369 2.4655
H -3.5073 3.6405 -0.4476
H 1.2255 -0.7096 2.4790
H 6.2500 -0.0659 -0.6474
H 3.4704 4.0481 0.1076
H 0.5852 -2.2396 3.0536
H 3.1909 -2.7706 3.4515
H -2.4166 1.6161 2.2404
H 5.2603 -1.4958 -0.7005
H -3.5679 3.8793 1.3368
H -3.1452 -0.6147 -2.1481
H 0.2352 0.3344 0.3091
H 1.8679 -3.5694 1.4654
H -4.2399 -1.5641 -0.1004
H -3.2841 5.2603 0.1707



49
Properties=species:S:1:pos:R:3 method="wB97M-V/def2-TZVPD" relative_energy_kj_mol=29.7 total_charge=0 smiles="CC(C)[C@H](NC(=O)c1ccco1)C(=O)OCC(=O)Nc1ccc(C(N)=O)cc1" homo_lumo_gap_ha=0.3426
O 3.3549 -0.9599 1.4780
O -5.3746 0.9218 0.8706
O 0.3271 -3.3924 1.2671
O -0.1875 1.9883 1.3522
O 2.7838 -1.6907 -0.5710
O 0.8794 0.6931 -1.7742
N 2.0942 1.2896 0.0442
N 0.1474 -1.9405 -0.4858
N -5.9345 -0.0264 -1.0925
C -1.4013 2.4240 1.7131
C 5.8003 0.5805 -0.3779
C -1.8076 -1.0201 -1.5117
C -0.2268 1.7688 0.0137
C -1.1698 -1.4839 -0.3635
C -1.8247 -1.4276 0.8631
C -3.0903 -0.8814 0.9355
C 4.5627 1.3617 0.0561
C 0.9415 1.2010 -0.6661
C 4.5645 2.7624 -0.5485
C -1.4720 2.0809 -0.4708
C 2.2959 -2.9156 -0.0330
C -2.2327 2.5078 0.6370
C -5.0758 0.2151 -0.0697
C -3.0867 -0.5089 -1.4360
C -3.7370 -0.4240 -0.2080
C 3.1975 -0.7673 0.3032
C 3.3030 0.6019 -0.3680
C 0.8089 -2.7830 0.3429
H 3.2503 0.4802 -1.4542
H -1.2822 -1.0389 -2.4542
H -1.5552 2.6374 2.7524
H 2.4212 -3.6746 -0.8081
H -1.7803 2.0182 -1.4929
H 2.8573 -3.1957 0.8630
H -3.5621 -0.1340 -2.3310
H 4.5817 2.7035 -1.6344
H -1.3346 -1.7958 1.7492
H 3.6783 3.3163 -0.2498
H 2.0450 1.5847 1.0088
H 5.8145 -0.4040 0.0832
H 0.6563 -1.5489 -1.2723
H 6.7012 1.1103 -0.0795
H 5.8140 0.4587 -1.4588
H 4.5570 1.4343 1.1491
H 5.4426 3.3116 -0.2190
H -6.8682 0.3449 -1.0304
H -3.2597 2.8078 0.6416
H -5.7345 -0.7095 -1.8002
H -3.5943 -0.7956 1.8859



50
Properties=species:S:1:pos:R:3 method="wB97M-V/def2-TZVPD" relative_energy_kj_mol=414.4 total_charge=0 smiles="CN(C[C@@H]1CCCO1)S(=O)(=O)c1ccc(C(=O)Nc2ccc([N+](=O)[O-])cc2)cc1" homo_lumo_gap_ha=0.3181
S -4.4757 -1.1307 0.6370
O 8.4416 -0.1889 -0.4984
O -4.6666 -0.7611 2.0093
O 8.1150 1.5096 0.7776
O -2.6783 1.5453 -0.6911
O 1.9243 -2.2036 -1.2415
O -5.0668 -2.3412 0.1504
N 7.7236 0.5531 0.1394
N 2.2231 -0.4429 0.1844
N -5.0835 0.1078 -0.2832
C -2.2422 -1.6778 -0.8987
C -2.3097 2.7003 -1.4324
C -3.1607 3.8558 -0.9090
C 0.0164 -1.3240 -0.1399
C -0.4650 -0.9353 1.1089
C 3.5928 -0.2341 0.1383
C 5.4579 1.1140 0.8570
C 4.4627 -1.0616 -0.5770
C 5.8158 -0.8014 -0.5742
C -3.4868 1.9111 0.4220
C -5.0807 -0.0842 -1.7120
C -2.7045 -1.2384 0.3263
C 6.3141 0.2835 0.1397
C -3.3897 3.4361 0.5416
C -1.8284 -0.8955 1.3376
C -0.8798 -1.7202 -1.1302
C 4.1074 0.8539 0.8543
C -4.9465 1.4477 0.2296
C 1.4723 -1.3949 -0.4639
H 4.0676 -1.8979 -1.1282
H -2.2323 -0.6161 2.2985
H -2.6542 4.8133 -1.0009
H 3.4362 1.4936 1.4093
H -4.2869 3.8680 0.9777
H -1.2409 2.8945 -1.2687
H -4.1074 3.9056 -1.4469
H -5.8886 0.5008 -2.1548
H -5.4713 2.1175 -0.4555
H -2.5305 3.7113 1.1537
H -2.4668 2.4984 -2.4953
H 5.8689 1.9486 1.4038
H 0.2124 -0.7002 1.9180
H 1.7110 0.2234 0.7469
H -0.4857 -2.0588 -2.0764
H -5.4392 1.4699 1.2041
H -5.2766 -1.1397 -1.8855
H -2.9436 -2.0013 -1.6494
H -3.0851 1.3990 1.3020
H 6.5020 -1.4299 -1.1206
H -4.1295 0.2031 -2.1698



48
Properties=species:S:1:pos:R:3 method="wB97M-V/def2-TZVPD" spin_multiplicity=5 total_charge=+4 homo_lumo_gap_ha="0.2032 / 0.1925"
Ru 1.0952 -0.4016 -0.8820
O 0.3941 -2.2367 1.4406
O 2.4617 0.6966 1.5836
N 2.6626 -1.7213 -1.1284
N -2.0409 -1.3652 2.4340
N -0.5655 0.4422 2.1589
N -1.7121 -1.1384 -0.4365
N 0.0677 2.0259 -0.3174
C -1.6153 -0.1064 2.7889
C -0.2905 1.0754 -2.5222
C -3.9643 -2.3712 -0.5080
C -0.8907 2.4448 3.4850
C 3.5937 -2.2532 -1.5946
C -1.9946 1.8854 4.1465
C 1.1062 1.0284 -2.6570
C 4.7698 -2.9837 -1.2636
C 0.5654 -1.5164 0.5307
C 1.7369 -0.1990 -2.8902
C 0.9584 -1.3769 -2.9262
C -0.2173 1.6746 2.5361
C -2.6765 -1.7566 -0.5903
C 1.9286 0.3675 0.6119
C -1.0316 -0.0832 -2.5340
C -2.3465 0.5734 3.8085
C -0.4121 -1.3195 -2.7227
C 0.7035 4.5133 -0.3131
C 0.4974 3.1025 -0.3990
H 1.4153 -2.3417 -3.1184
H 2.8052 -0.2149 -3.0548
H -2.0846 0.0023 -2.3394
H 1.2017 4.7719 0.6211
H -1.2810 -1.9304 2.0570
H -2.5618 -1.8269 3.1678
H -0.9786 -2.2358 -2.6862
H 5.5889 -2.6328 -1.8636
H -3.8995 -3.2137 0.1832
H 1.6980 1.9319 -2.6375
H 4.9762 -2.8312 -0.2070
H -4.2903 -2.7175 -1.4879
H 4.6021 -4.0336 -1.4602
H 1.3062 4.8641 -1.1470
H -4.6706 -1.6258 -0.1331
H -0.2681 5.0065 -0.3476
H -0.5148 3.4444 3.6943
H 0.6622 2.1119 2.0615
H -0.8055 2.0020 -2.3371
H -3.1337 0.0183 4.3077
H -2.5506 2.4504 4.8877



48
Properties=species:S:1:pos:R:3 method="wB97M-V/def2-TZVPD" relative_energy_kj_mol=180.9 total_charge=0 smiles="CCCCCOc1nc(N)nc2ncc(SCC(=O)c3ccccc3)nc12" homo_lumo_gap_ha=0.2803
S 1.9449 -1.9815 -1.8781
O -0.6082 2.4244 0.0661
O 2.3832 -4.0174 0.9717
N -2.0370 2.9972 -1.6555
N -2.0860 1.8145 -3.6559
N -3.5659 3.4336 -3.1783
N -0.7505 0.0424 -4.0916
N 0.3073 0.2015 -1.4837
C -2.0683 1.6601 1.8683
C 5.9459 -2.2768 2.5176
C 4.7517 -2.8951 2.0955
C -1.5133 2.8874 1.0962
C 6.3994 -1.1397 1.9042
C -3.6453 -0.2651 1.8282
C -2.8997 0.7505 0.9312
C 5.6237 -0.5024 0.9399
C -4.4597 -1.1976 0.9551
C 1.6031 -2.0680 -0.0547
C -1.0975 2.1582 -1.1819
C 2.6615 -2.8902 0.6608
C 0.1734 -0.8136 -3.6457
C 3.9555 -2.2962 1.0944
C -2.4800 2.7620 -2.8497
C -1.1654 0.9773 -3.2127
C 4.4027 -1.0789 0.5664
C 0.7201 -0.7872 -2.3203
C -0.6333 1.0866 -1.9382
H -2.3756 3.5431 0.7450
H -5.0795 -1.8524 1.5555
H -2.9312 -0.8183 2.4273
H -4.2962 0.2656 2.5500
H 1.5967 -1.0727 0.4131
H 0.6501 -2.5632 0.1686
H -2.2627 0.1857 0.2975
H 3.7953 -0.5144 -0.1262
H -2.7120 2.0412 2.6846
H 7.3104 -0.6957 2.2477
H -4.0798 3.8026 -2.3822
H 5.9648 0.4391 0.4863
H -3.8445 -1.8098 0.2819
H 6.5793 -2.7130 3.2800
H 0.5041 -1.5894 -4.3195
H -0.9855 3.5684 1.7912
H -4.0786 2.9033 -3.9029
H 4.4372 -3.8443 2.5041
H -1.2858 1.0296 2.3504
H -3.5930 1.3330 0.2766
H -5.1759 -0.6244 0.3217



62
Properties=species:S:1:pos:R:3 method="wB97M-V/def2-TZVPD" spin_multiplicity=2 relative_energy_kj_mol=243.7 total_charge=0 homo_lumo_gap_ha="0.2961 / 0.1958"
Ba -0.6350 0.1925 -0.2535
As -3.2223 1.6876 -0.5569
F -2.8838 0.2496 0.4380
F -1.6315 2.2992 -0.0705
F -3.3662 3.0737 -1.5193
F -2.4383 0.8401 -1.8919
F -4.7070 1.0228 -1.0215
F -3.8578 2.4306 0.8185
O -1.0443 -7.7204 -2.3747
O -0.5912 -7.6795 -0.2624
O -1.2499 -4.0011 -5.0895
O -0.5667 -3.3593 2.0578
O -0.5380 -1.6729 -1.6599
O -0.7878 -2.0228 -4.3602
O 0.2066 -1.6103 0.8345
N 0.5295 1.3727 -2.3945
N -0.5439 0.8840 2.6644
N 2.0915 0.9963 0.8997
N -0.7630 -7.1608 -1.3367
N 2.5903 3.2007 -6.9984
N -0.9694 -3.2080 -4.2256
C 1.9426 1.0630 -4.2961
C 2.7585 2.0164 0.0925
C 1.5494 2.2982 -4.7829
C 2.9480 -0.1851 0.9772
C -1.0691 2.2127 2.9847
C -0.5334 -4.9573 -0.2207
C 2.1303 2.8025 -6.0235
C 1.8451 1.5472 2.2453
C 0.1304 2.5470 -2.8928
C 0.6176 3.0506 -4.0883
C 1.3936 0.6393 -3.1022
C -0.8368 -3.7545 -2.8118
C -1.3656 -0.1260 3.3475
C -0.4681 -3.5697 -0.2826
C -0.2577 -2.7954 1.0196
C -0.8967 -5.0772 -2.6873
C 0.8548 0.7548 3.0879
C -0.6116 -2.8981 -1.6189
C -0.7268 -5.6449 -1.3799
H 2.1000 2.8771 -0.0425
H 2.6481 0.4458 -4.8346
H 1.4981 2.5753 2.1270
H 2.7999 1.6068 2.7921
H -0.6000 3.0994 -2.3144
H -1.0013 -1.1268 3.1198
H -0.9939 2.4240 4.0644
H 0.9669 1.0781 4.1360
H 3.6933 2.3689 0.5553
H 2.4790 -0.9563 1.5835
H -1.0576 -5.7109 -3.5456
H -1.3461 0.0154 4.4403
H -2.1147 2.2717 2.6912
H 1.6718 -0.3291 -2.6949
H 0.2782 4.0056 -4.4635
H -2.4007 -0.0400 3.0160
H 1.1100 -0.3058 3.0570
H 3.0995 -0.5982 -0.0238
H -0.5346 2.9946 2.4453
H 3.0085 1.6200 -0.8928
H 3.9359 0.0576 1.3986
H -0.4355 -5.4470 0.7380